DFT (ωB97M-V with the def2-TZVPD basis set) results for 3 unconnected molecules or ions with the total composition CH2N2O2S.

As for the HOMO energy: -9.96 eV. For the energy above the lowest of the compared OMol25 structures with the same formula, charge and spin, the calculation gives 60.4 kJ/mol. As for the total energy: -18980.7022 eV. Its multiplicity is 1. As for the SMILES: O=C=O.N#N.S. The gap between HOMO and LUMO is 10.663 eV.

Element x y z (Å)
S: 0.523272 -0.527240 -0.347432
O: 3.861833 1.743931 -0.127863
O: 4.860102 0.786576 1.668103
N: 5.171117 -0.470601 -0.631472
N: 4.939885 -1.501771 -0.804894
C: 4.298941 1.189503 0.748428
H: -0.218140 0.009175 0.483269
H: 0.252318 0.180292 -1.396541

Forces on the atoms, in the same order (eV/Å):
S 2.88 -2.83 -1.26
O -2.19 1.60 -3.04
O 0.12 -0.98 1.25
N 1.11 2.14 -0.12
N -0.68 -3.05 -0.55
C 1.60 0.30 2.45
H -2.29 1.86 2.05
H -0.56 0.97 -0.77

=====

DFT (ωB97M-V with the def2-TZVPD basis set) results for C15H8Cl2N4O2S in the gas phase.

As for the HOMO energy: -8.92 eV. As for the total energy: -61616.5972 eV. Its multiplicity is 1. As for the SMILES: O=[N+]([O-])c1cccc(-c2nnc(/N=C/c3ccc(Cl)cc3Cl)s2)c1. The gap between HOMO and LUMO is 7.769 eV.

Element x y z (Å)
Cl: -6.090785 2.600871 5.504744
Cl: -0.831779 1.743797 5.196353
S: -0.114544 0.075964 -1.411020
O: 2.397035 0.386564 -5.811420
O: 3.663917 -1.196992 -6.555401
N: 0.556292 -0.542477 0.969060
N: 1.464665 -1.179860 0.222839
N: -1.437315 0.756320 0.928975
N: 3.062921 -0.675085 -5.653270
C: -4.856943 2.117110 3.127861
C: 3.101476 -1.287213 -4.388082
C: 1.269914 -0.962403 -1.051377
C: -0.355644 0.110099 0.299374
C: -4.702866 2.302044 4.515041
C: -1.360646 0.929460 2.233679
C: -3.719559 1.763151 2.375887
C: 2.234062 -1.400918 -2.110119
C: 3.991552 -2.895391 -2.802435
C: 3.981165 -2.343370 -4.099948
C: 2.214209 -0.843655 -3.379948
C: -3.470422 2.182815 5.113293
C: 3.160886 -2.401612 -1.799917
C: -2.454928 1.515853 2.992206
C: -2.327186 1.829699 4.365869
H: -3.789969 1.569330 1.316826
H: 1.511560 -0.054184 -3.590839
H: -3.406469 2.240061 6.232113
H: 4.704146 -3.618315 -2.495227
H: 4.698869 -2.710578 -4.820058
H: -5.816884 2.230552 2.604981
H: -0.467986 0.587816 2.778798
H: 3.191255 -2.829451 -0.808837

Forces on the atoms, in the same order (eV/Å):
Cl 0.03 0.07 -0.08
Cl 0.31 -0.13 0.09
S 0.49 -0.68 0.61
O 1.13 -2.01 0.79
O 0.50 -0.45 -0.40
N -0.74 -0.14 0.56
N -0.13 0.42 -1.29
N 0.23 0.35 1.57
N -1.41 2.80 -1.93
C 0.96 0.00 -0.64
C -0.40 -1.15 3.14
C 0.49 0.52 -0.66
C 0.15 0.08 1.19
C -0.24 -0.29 -0.95
C 0.59 -0.50 -2.31
C -0.09 -0.29 1.38
C -0.41 -0.19 0.52
C -0.59 1.46 -0.15
C -0.08 0.14 0.56
C 0.40 -0.16 -0.48
C 0.85 -0.35 1.18
C -0.13 -0.17 -0.82
C -0.93 0.77 0.30
C -1.45 -0.15 -0.53
H -0.08 0.01 -0.07
H 0.02 0.12 -0.27
H 0.08 0.20 -1.32
H 0.55 -0.71 -0.25
H -0.19 0.13 -0.19
H 0.46 -0.01 0.54
H -0.32 0.22 -0.17
H -0.02 0.08 0.07

=====

DFT (ωB97M-V with the def2-TZVPD basis set) results for a molecular structure, C52H43BN8O5P2S3TeTi.

As for the HOMO energy (alpha / beta): -10.08 / -9.92 eV. For the energy above the lowest of the compared OMol25 structures with the same formula, charge and spin, the calculation gives 9.4 kJ/mol. As for the net charge: +1. As for the total energy: -158947.1176 eV. Its multiplicity is 2. Its expectation value of S² is 0.762. The gap between HOMO and LUMO (alpha / beta) is 6.251 / 6.090 eV.

Element x y z (Å)
Te: 2.827681 2.187418 -3.570979
Ti: 0.095932 0.991164 0.249322
S: 1.026289 1.560558 -6.267954
S: 1.091331 -1.408775 1.814561
S: -2.526725 1.501081 0.237647
P: -2.059609 -1.059103 2.556808
P: 0.435977 -1.276510 -1.415332
O: -2.971767 2.396919 -0.775741
O: 2.558588 -1.347697 1.976551
O: -1.595053 0.400256 -0.411113
O: -1.354409 2.078042 1.053242
O: -3.513088 0.904299 1.073748
N: 2.743971 2.366581 0.092799
N: 3.408720 5.057168 -0.576981
N: 0.153966 2.485331 -1.153794
N: 0.702204 3.591360 -0.581162
N: 2.551336 4.863702 0.461803
N: 0.928340 1.834705 2.054082
N: 1.289001 3.139260 1.904589
N: 2.218496 1.129548 -0.130049
C: -5.360218 -0.475933 4.951953
C: 0.878328 -4.138590 1.508505
C: -2.149482 -2.030439 -2.242337
C: -0.909201 -1.884335 3.725712
C: 3.998727 -2.826499 -2.710884
C: 0.652305 -5.303204 0.800886
C: 2.895485 -2.484233 -1.947827
C: -3.291470 -0.963530 -4.074346
C: -2.424050 -3.762547 1.822711
C: 2.975140 7.032063 0.418487
C: 4.074973 -2.433315 -4.039555
C: 4.079110 2.288564 0.174653
C: -4.093811 -4.515857 0.264390
C: 0.111060 -4.012954 -1.148155
C: -0.613904 4.283945 -2.220820
C: -3.008618 -4.783121 1.085623
C: 1.406089 -2.348589 4.329666
C: 2.372489 2.381983 -5.565566
C: 2.261408 6.053963 1.056250
C: -2.178370 -0.166649 -4.306325
C: -3.283809 -0.408234 3.734238
C: -2.965516 0.790169 4.371651
C: 3.255909 0.295412 -0.205777
C: 3.035850 -1.707926 -4.598298
C: -2.895678 -2.454016 1.727642
C: 3.676834 6.345919 -0.592299
C: -3.275692 -1.885190 -3.039799
C: -3.828370 1.339689 5.304409
C: -0.358840 -2.832079 5.884772
C: -4.586803 -3.220297 0.183393
C: 3.018121 3.135406 -6.518721
C: -3.985701 -2.192714 0.893684
C: 0.699800 -2.903795 0.890402
C: 1.932300 -1.357196 -3.833278
C: 0.667466 1.631605 3.341194
C: -1.054516 -0.303664 -3.510378
C: 0.900332 2.795916 4.062917
C: -0.663569 2.903639 -2.125669
C: 0.246935 -5.239162 -0.527543
C: 0.448910 -1.912220 3.422068
C: 1.295641 3.717837 3.113980
C: 0.993564 -2.813165 5.567717
C: 1.851066 -1.732197 -2.494823
C: 2.420568 3.046337 -7.795497
C: 0.336229 -2.823015 -0.448317
C: 4.452650 0.977785 -0.029981
C: -1.295152 -2.360055 4.978660
C: -1.023152 -1.253055 -2.488008
C: 0.245855 4.679220 -1.213587
C: 1.328793 2.224956 -7.808582
C: -5.029168 0.705407 5.596344
C: -4.490479 -1.033810 4.023777
B: 1.840194 3.537548 0.482273
H: 0.334102 0.667405 3.689494
H: 1.135559 -0.806766 -4.307433
H: 1.609880 4.733499 3.258362
H: -4.563335 -5.314023 -0.295431
H: -5.445518 -3.003286 -0.438767
H: -3.574261 2.271869 5.791620
H: 3.074837 -1.405579 -5.636615
H: 2.781053 3.564766 -8.670854
H: -2.342498 -2.332106 5.250698
H: 2.452489 -2.308962 4.058366
H: 5.446756 0.571150 -0.052154
H: -1.252186 2.193395 -2.677479
H: -0.683281 -3.197288 6.849934
H: 0.592706 5.659558 -0.931833
H: -5.708833 1.138692 6.318009
H: -4.756966 -1.959724 3.530138
H: -4.173292 -0.855408 -4.691204
H: 4.935111 -2.701369 -4.637859
H: 4.794498 -3.408994 -2.267006
H: 0.815876 2.946664 5.123708
H: -4.147642 -2.492644 -2.837643
H: 3.890875 3.729510 -6.292787
H: 1.727390 -3.154050 6.285192
H: 1.551782 6.150271 1.857449
H: 3.108503 -0.750059 -0.377661
H: -1.602072 -3.996297 2.486333
H: 0.699953 1.983214 -8.649830
H: -2.187504 0.568829 -5.100468
H: -6.298730 -0.968202 5.169971
H: 4.361644 6.740109 -1.325044
H: -1.148453 4.909806 -2.911419
H: 1.187827 -4.188726 2.543376
H: 0.063017 -6.146966 -1.086241
H: 4.665753 3.175460 0.331919
H: -2.048024 1.309070 4.116077
H: -2.626500 -5.792427 1.172393
H: 0.789937 -6.260656 1.284933
H: 2.852023 -2.824482 -0.919484
H: -0.205872 0.352942 -3.673229
H: -4.369139 -1.185177 0.805941
H: -2.178108 -2.727665 -1.414768
H: -0.144474 -3.968947 -2.199130
H: 2.987377 8.082509 0.646793

Forces on the atoms, in the same order (eV/Å):
Te 0.06 0.08 0.00
Ti -0.29 -0.29 0.03
S 0.02 0.07 0.03
S -0.12 0.10 -0.03
S 0.01 -0.09 -0.09
P 0.21 0.01 -0.04
P -0.12 0.17 0.12
O -0.06 0.01 0.04
O 0.09 -0.08 -0.07
O 0.12 -0.11 -0.20
O 0.15 0.06 0.16
O -0.04 0.00 -0.01
N 0.24 0.12 0.04
N 0.04 -0.02 0.01
N -0.10 -0.02 0.39
N 0.09 0.20 -0.02
N 0.08 -0.02 -0.03
N -0.39 0.13 -0.24
N 0.19 -0.17 -0.04
N 0.02 0.14 0.11
C -0.01 -0.01 0.00
C 0.02 -0.05 0.01
C -0.01 0.02 0.01
C -0.08 -0.04 -0.02
C 0.00 0.01 -0.01
C 0.01 0.03 -0.01
C -0.03 -0.02 -0.02
C 0.00 0.00 -0.02
C -0.03 0.02 0.03
C -0.03 -0.01 0.01
C 0.00 0.00 -0.01
C -0.02 -0.09 -0.14
C 0.01 0.00 0.01
C 0.00 0.01 0.01
C -0.06 -0.03 -0.01
C -0.02 -0.01 0.01
C 0.02 0.04 -0.01
C -0.06 -0.08 0.02
C -0.02 0.07 -0.02
C -0.01 -0.01 0.00
C -0.06 0.03 -0.02
C -0.01 0.01 -0.04
C -0.04 -0.02 -0.09
C 0.01 0.00 0.00
C 0.03 -0.09 0.03
C -0.02 0.01 0.01
C 0.01 -0.02 0.02
C 0.00 0.00 0.01
C 0.02 0.00 -0.02
C 0.00 0.01 -0.01
C 0.01 -0.04 0.08
C -0.01 0.02 -0.05
C -0.04 0.05 0.05
C 0.00 0.01 0.00
C 0.05 0.02 0.06
C -0.02 0.04 0.03
C 0.01 -0.03 -0.04
C 0.05 -0.08 -0.04
C 0.01 0.02 0.00
C 0.09 0.02 0.04
C -0.01 0.01 0.04
C -0.03 -0.01 0.01
C 0.04 -0.02 0.03
C -0.04 -0.01 -0.05
C -0.04 -0.04 -0.09
C -0.02 -0.03 0.00
C 0.00 0.03 0.03
C 0.04 -0.02 -0.09
C 0.13 -0.09 -0.09
C 0.03 0.00 0.00
C 0.01 0.02 0.01
C 0.01 -0.04 0.03
B -0.14 0.07 0.20
H -0.03 0.01 0.00
H 0.09 -0.06 -0.01
H 0.04 0.03 -0.04
H 0.00 -0.01 -0.01
H -0.02 0.00 -0.01
H 0.00 0.00 0.01
H 0.00 0.00 -0.01
H 0.01 0.01 -0.02
H -0.01 -0.01 0.00
H 0.01 -0.01 -0.01
H 0.02 -0.01 -0.01
H -0.03 -0.01 -0.02
H 0.00 0.00 0.01
H 0.00 0.02 -0.02
H -0.01 0.00 0.00
H 0.00 0.00 -0.01
H -0.01 0.00 0.00
H 0.01 -0.01 -0.01
H 0.01 -0.01 0.01
H 0.00 0.00 0.01
H -0.01 0.00 0.00
H 0.02 0.01 0.00
H 0.01 0.00 0.01
H -0.04 -0.04 0.03
H 0.02 0.01 0.02
H -0.02 0.01 0.00
H -0.01 -0.01 -0.02
H 0.00 0.01 0.00
H -0.01 0.00 0.00
H 0.02 0.01 -0.02
H 0.00 0.01 -0.01
H 0.00 0.01 0.01
H 0.00 -0.01 0.00
H 0.01 0.01 -0.01
H 0.00 0.01 -0.01
H 0.00 -0.01 0.00
H 0.00 -0.01 0.01
H 0.00 0.00 0.01
H -0.09 0.05 0.03
H 0.01 0.01 0.00
H 0.02 -0.02 0.01
H -0.01 0.00 -0.01
H 0.01 0.03 0.01

=====

DFT (ωB97M-V with the def2-TZVPD basis set) results for a gas-phase ion, C5H3O2S2 (charge -1).

As for the HOMO energy: -4.37 eV. For the energy above the lowest of the compared OMol25 structures with the same formula, charge and spin, the calculation gives 0.0 kJ/mol. As for the net charge: -1. As for the total energy: -30999.9256 eV. Its multiplicity is 1. As for the SMILES: O=C1C=C([O-])[C@H](S)C1=S. The gap between HOMO and LUMO is 7.687 eV.

Element x y z (Å)
S: -0.780189 1.211117 3.270106
S: -1.854076 -1.213779 1.013462
O: 1.760565 2.688829 1.478005
O: -0.505078 -0.262501 -1.444105
C: 1.051900 1.865808 0.948195
C: -0.034391 0.294411 -0.451412
C: -0.062638 0.833334 1.880964
C: -0.273941 -0.288823 0.971961
C: 0.773203 1.426514 -0.338314
H: -1.788985 -1.369809 -0.316114
H: 0.507011 -1.043222 1.142012
H: 1.163656 1.913565 -1.215402

Forces on the atoms, in the same order (eV/Å):
S 0.18 -0.11 -0.12
S 0.02 0.23 0.46
O -0.04 0.16 -0.13
O 0.19 0.08 -0.11
C -1.57 -1.58 1.99
C -0.16 -0.29 0.30
C 1.44 1.82 -0.78
C -0.53 -1.06 -0.41
C 0.33 0.43 -0.82
H -0.05 -0.06 -0.21
H 0.06 0.27 0.01
H 0.13 0.12 -0.16

=====

DFT (ωB97M-V with the def2-TZVPD basis set) results for C5H3N in the gas phase.

As for the HOMO energy (alpha / beta): -8.42 / -8.32 eV. For the energy above the lowest of the compared OMol25 structures with the same formula, charge and spin, the calculation gives 343.4 kJ/mol. As for the total energy: -6717.1645 eV. Its multiplicity is 1. The gap between HOMO and LUMO (alpha / beta) is 6.967 / 6.926 eV.

Element x y z (Å)
N: -1.339887 2.259658 0.559468
C: 0.688685 -1.085069 2.177431
C: -0.135786 0.607501 -1.096884
C: 0.355716 -0.829244 0.994881
C: -0.805996 1.504682 -0.155350
C: -0.169081 -0.457343 -0.158303
H: -0.631088 0.494100 -1.981060
H: 0.936724 0.970745 -1.250731
H: 1.087882 -1.594016 3.011737

Forces on the atoms, in the same order (eV/Å):
N 1.07 -1.68 -1.29
C 0.04 -0.06 -1.97
C 2.95 1.71 2.46
C -0.13 0.59 0.73
C -1.48 3.23 0.70
C 0.30 -3.20 1.21
H -1.41 -0.38 -2.32
H -1.25 -0.18 -0.05
H -0.11 -0.02 0.53

=====

DFT (ωB97M-V with the def2-TZVPD basis set) results for C6H10O in the gas phase.

As for the HOMO energy (alpha / beta): -7.45 / -7.45 eV. For the energy above the lowest of the compared OMol25 structures with the same formula, charge and spin, the calculation gives 381.5 kJ/mol. As for the total energy: -8427.2862 eV. Its multiplicity is 1. The gap between HOMO and LUMO (alpha / beta) is 8.235 / 8.234 eV.

Element x y z (Å)
O: -1.549361 -0.313648 0.459759
C: 1.795146 -0.283257 -0.755403
C: 0.054086 1.712640 -0.707861
C: -2.122901 -0.258116 -0.849875
C: -0.293497 0.020407 0.607427
C: 0.222673 -0.316659 1.973772
C: 0.560361 0.498482 -0.431501
H: -1.382883 -0.512034 -1.612097
H: 1.542261 -1.346469 -0.838614
H: 2.177732 0.054425 -1.718821
H: -0.454157 0.059914 2.743983
H: 0.771464 2.390611 -1.212757
H: 1.219117 0.101958 2.122023
H: 0.279324 -1.406585 2.084886
H: -2.941665 -0.977458 -0.841472
H: 2.579031 -0.187236 0.002877
H: -2.456723 0.763023 -1.026334

Forces on the atoms, in the same order (eV/Å):
O 0.14 0.12 0.14
C 0.25 0.01 -0.14
C 0.16 -0.29 0.00
C -0.15 0.07 -0.19
C -0.18 -0.06 0.19
C 0.04 0.09 0.03
C -0.06 -0.10 -0.12
H -0.11 -0.01 0.15
H 0.15 0.06 -0.06
H 0.17 -0.02 0.06
H 0.04 -0.03 -0.09
H -0.25 -0.09 0.23
H -0.16 -0.03 -0.02
H -0.06 0.13 -0.07
H 0.03 0.16 0.05
H 0.01 0.03 -0.09
H -0.04 -0.06 -0.07

=====

DFT (ωB97M-V with the def2-TZVPD basis set) results for 2 unconnected molecules or ions with the total composition C4H5N2O2.

As for the HOMO energy: -1.45 eV. For the energy above the lowest of the compared OMol25 structures with the same formula, charge and spin, the calculation gives 287.8 kJ/mol. As for the net charge: -1. As for the total energy: -11303.1065 eV. Its multiplicity is 1. The gap between HOMO and LUMO is 5.130 eV.

Element x y z (Å)
O: 1.808549 0.175311 -0.962354
O: 3.317381 0.913619 0.652005
N: 0.169160 -1.023558 1.107537
N: 0.057809 0.264227 1.402709
C: -0.851821 0.849402 0.460192
C: 2.484248 0.598189 -0.094799
C: -1.107003 -0.200412 -0.635861
C: -0.487724 -1.416574 -0.002459
H: -1.706868 1.177391 0.927870
H: -2.250177 -0.472271 -0.888383
H: -0.624111 -0.030366 -1.606612
H: -0.364379 -2.513814 -0.278045
H: -0.445062 1.678861 -0.081799

Forces on the atoms, in the same order (eV/Å):
O 1.14 1.22 1.10
O -0.22 0.45 0.14
N -0.60 -0.72 -0.97
N 1.06 -0.67 0.56
C 1.15 -0.92 -2.38
C -0.87 -1.63 -1.27
C -2.73 -2.23 -1.13
C 1.49 -0.64 2.27
H -2.37 0.73 1.15
H 2.04 1.03 0.48
H -0.16 0.50 0.05
H -0.45 1.79 -0.02
H 0.53 1.09 0.02